No. 1
ORCA calculation (ωB97M-V/def2-TZVPD) on a molecular structure, C38H29BrMnN5P2Se2 at a distorted geometry.

```
78
Properties=species:S:1:pos:R:3:forces:R:3:lowdin_spin:R:1
Mn 0.330 0.196 0.130 -0.8 -1.2 -0.3 2.026
Se -2.533 -4.325 -3.965 0.0 -0.1 -0.1 0.841
P -0.766 -4.764 -2.739 -0.1 0.2 0.3 0.061
C 0.578 -5.118 -3.837 0.1 0.0 -0.3 0.026
C 1.315 -6.296 -3.669 0.0 0.1 -0.2 0.003
C 2.330 -6.590 -4.568 0.0 0.0 0.0 0.003
C 2.593 -5.731 -5.631 0.0 0.0 0.0 0.005
C 1.848 -4.568 -5.806 -0.1 -0.1 0.0 0.000
C 0.835 -4.257 -4.915 0.0 -0.1 0.0 0.014
C -1.015 -6.065 -1.565 0.0 -0.1 0.1 0.002
C -0.226 -6.088 -0.410 0.0 0.0 0.1 0.000
C -0.343 -7.149 0.471 0.0 0.0 0.0 0.001
C -1.242 -8.178 0.202 0.0 0.0 0.0 0.000
C -2.027 -8.150 -0.944 0.0 0.0 0.0 0.000
C -1.918 -7.090 -1.836 0.0 -0.1 0.1 0.001
C -0.548 -3.254 -1.769 -0.9 -0.3 -0.1 0.018
C 0.400 -2.334 -1.420 0.2 0.1 -0.1 0.008
N -0.274 -1.407 -0.695 -0.1 0.8 0.6 -0.022
N -1.575 -1.728 -0.585 0.6 -0.7 -0.6 0.009
N -1.748 -2.839 -1.236 0.3 0.3 0.2 0.034
P 2.153 -2.049 -1.619 0.0 0.2 0.1 -0.001
Se 2.391 -0.015 -0.737 0.9 0.1 -0.3 -0.070
C 3.112 -3.214 -0.696 0.1 -0.1 0.2 -0.001
C 3.880 -2.827 0.405 0.0 -0.2 0.0 -0.001
C 4.609 -3.790 1.092 0.0 0.0 0.0 0.000
C 4.570 -5.116 0.681 0.0 0.0 0.0 0.000
C 3.810 -5.497 -0.423 0.0 0.0 0.0 0.000
C 3.082 -4.548 -1.121 0.1 0.0 0.1 0.000
C 2.612 -2.027 -3.317 0.0 0.0 -0.2 0.000
C 3.839 -2.571 -3.700 0.0 0.0 -0.1 0.001
C 4.237 -2.465 -5.026 0.0 0.0 0.0 0.000
C 3.420 -1.819 -5.945 0.0 0.2 0.0 0.001
C 2.193 -1.277 -5.556 0.1 0.1 0.0 0.000
C 1.785 -1.375 -4.239 0.2 0.0 -0.1 0.000
H 1.091 -6.981 -2.861 0.0 0.0 0.0 0.000
H 2.900 -7.503 -4.453 0.0 0.0 0.0 0.000
H 3.374 -5.980 -6.340 0.0 0.0 0.0 0.000
H 2.044 -3.917 -6.651 -0.1 -0.2 0.1 0.000
H 0.242 -3.358 -5.060 0.0 -0.2 0.0 0.002
H 0.468 -5.278 -0.195 -0.1 -0.1 0.0 0.000
H 0.258 -7.176 1.373 -0.1 0.0 -0.1 0.000
H -1.336 -9.005 0.897 0.0 0.1 -0.1 0.000
H -2.730 -8.948 -1.141 0.0 0.0 0.0 0.000
H -2.538 -7.065 -2.723 0.0 0.0 0.0 0.000
H 3.923 -1.792 0.723 0.0 -0.1 0.0 -0.001
H 5.218 -3.500 1.941 -0.1 0.0 -0.1 0.000
H 5.149 -5.861 1.217 -0.1 0.1 0.0 0.000
H 3.801 -6.530 -0.749 0.0 0.1 0.0 0.000
H 2.517 -4.838 -2.000 0.0 0.0 0.1 0.000
H 4.478 -3.068 -2.976 -0.1 0.1 -0.1 0.000
H 5.189 -2.879 -5.339 -0.1 0.0 0.0 0.000
H 3.741 -1.730 -6.978 0.0 0.0 0.1 0.000
H 1.567 -0.774 -6.284 0.1 0.0 0.0 0.000
H 0.835 -0.954 -3.932 0.0 0.0 0.0 0.000
Br 1.812 -3.492 6.260 0.1 -0.2 0.2 0.000
C 1.144 -2.355 4.953 0.0 0.0 0.0 -0.001
C 0.422 -1.225 5.329 -0.1 0.1 0.0 0.001
C -0.072 -0.373 4.362 -0.2 0.1 0.2 -0.003
C 0.158 -0.654 3.020 -0.2 0.3 -0.2 -0.001
C 0.859 -1.793 2.651 0.0 -0.1 0.1 0.004
C 1.360 -2.646 3.615 0.0 0.0 -0.2 0.001
N -0.311 0.195 1.969 0.4 0.0 0.2 -0.014
C -0.919 1.310 2.136 -0.3 0.4 0.0 0.021
C -1.397 2.025 0.940 0.2 -0.3 0.3 0.007
C -2.066 3.211 0.991 -0.5 0.5 0.0 0.006
C -2.530 3.759 -0.212 0.0 0.2 0.2 0.012
C -2.295 3.097 -1.402 0.0 0.0 -0.1 0.002
C -1.568 1.918 -1.384 0.0 -0.1 0.3 0.009
N -1.128 1.398 -0.232 0.0 0.5 -0.1 -0.009
H 0.245 -1.019 6.376 0.0 0.0 0.0 0.000
H -0.649 0.490 4.680 0.1 -0.1 0.0 0.000
H 1.003 -2.026 1.611 0.1 -0.1 -0.3 0.003
H 1.907 -3.538 3.335 0.0 0.1 0.0 0.000
H -1.108 1.743 3.112 -0.1 -0.1 0.0 0.001
H -2.245 3.698 1.944 0.0 0.0 -0.1 0.000
H -3.074 4.698 -0.207 0.1 -0.1 0.0 0.000
H -2.657 3.486 -2.344 0.0 0.0 0.0 0.000
H -1.341 1.371 -2.284 0.1 -0.1 -0.1 0.000
```
Forces are in eV/Å.

Summary:
strongest force on any atom: 1.45 eV/A
electronic energy: -10948.89416 Ha
E_HOMO (alpha / beta): -0.57897 / -0.57879 hartree
multiplicity: 4
frontier orbital gap (alpha / beta): 5.742 / 5.780 eV
charge: +3

No. 2
ORCA calculation (ωB97M-V/def2-TZVPD) on a molecular structure, C38H29N4O2PPdS5 at a distorted geometry.

```
80
Properties=species:S:1:pos:R:3:forces:R:3:lowdin_spin:R:1
Pd 0.372 -0.572 0.911 -1.6 0.7 0.2 -0.043
S 1.110 1.701 1.518 0.2 -0.7 0.1 0.093
C -0.473 1.937 0.914 0.0 0.2 0.1 0.010
N -1.245 0.884 0.841 0.6 -0.1 0.0 0.008
C -2.531 1.202 0.387 0.3 -0.2 -0.1 0.001
C -3.628 0.350 0.300 -0.1 0.0 0.0 0.000
C -4.843 0.871 -0.103 0.1 0.0 0.0 0.000
C -4.977 2.226 -0.421 0.0 0.0 0.0 0.000
C -3.898 3.082 -0.324 0.0 0.0 0.0 0.000
C -2.677 2.559 0.089 0.0 0.1 0.0 0.001
S -1.188 3.417 0.385 0.0 0.1 0.0 0.001
H -3.519 -0.692 0.553 0.0 0.0 0.0 0.000
H -5.707 0.222 -0.167 0.0 0.0 0.0 0.000
H -5.939 2.615 -0.726 0.0 0.0 0.0 0.000
H -4.001 4.133 -0.563 0.0 0.0 0.0 0.000
S 1.213 -7.362 -1.761 -0.1 0.0 0.2 0.402
C 1.582 -6.386 -0.443 0.4 0.2 0.2 0.020
S 0.390 -6.656 0.714 0.1 -0.1 -0.3 0.529
C 1.902 -3.492 0.429 -0.2 0.6 0.0 -0.002
N 2.646 -4.526 0.629 -0.1 -0.4 -0.1 0.007
N 2.613 -5.525 -0.358 0.0 0.0 -0.4 -0.006
C 3.903 -5.854 -0.940 -0.2 0.0 0.1 0.005
C 4.333 -7.171 -0.924 0.0 -0.1 0.0 0.007
C 5.578 -7.492 -1.443 0.0 0.0 0.0 0.001
C 6.400 -6.502 -1.958 0.0 0.0 0.0 0.001
C 5.978 -5.180 -1.937 0.0 0.0 0.0 0.001
C 4.733 -4.855 -1.421 0.0 0.1 0.0 0.000
S 1.906 -2.240 1.615 0.0 0.2 -0.1 -0.038
H 3.708 -7.943 -0.498 0.0 0.0 0.0 0.000
H 5.912 -8.521 -1.426 0.0 0.0 0.0 0.000
H 7.375 -6.754 -2.354 0.0 0.0 0.0 0.000
H 6.620 -4.397 -2.321 0.0 0.0 0.0 0.000
H 4.426 -3.823 -1.371 0.0 0.1 0.0 0.000
O 2.226 -0.188 -0.810 0.5 -0.3 -0.6 -0.005
N 3.457 0.042 -0.448 -0.4 0.2 -0.2 0.000
C 4.307 -0.972 -0.186 0.0 -0.1 0.0 -0.001
C 5.601 -0.734 0.215 0.1 0.1 0.0 0.000
C 6.053 0.570 0.345 0.0 0.0 0.0 -0.001
C 5.173 1.601 0.057 0.0 0.0 0.0 0.000
C 3.884 1.319 -0.340 0.1 0.0 0.1 -0.001
H 3.883 -1.955 -0.299 0.0 0.0 0.0 0.000
H 6.243 -1.579 0.427 0.0 0.0 0.0 0.000
H 7.066 0.777 0.659 0.0 0.0 0.0 0.000
H 5.475 2.636 0.131 0.0 0.0 0.0 0.000
H 3.141 2.062 -0.584 0.0 0.0 0.0 0.000
O -1.482 -1.640 -0.224 0.4 -0.4 0.3 0.008
P -1.538 -3.045 0.321 0.1 0.1 0.0 0.000
C -1.188 -3.065 2.085 0.0 0.1 0.2 -0.004
C -1.298 -1.847 2.783 -0.4 -0.5 -0.1 -0.005
C -0.940 -1.788 4.122 -0.1 0.1 0.0 -0.004
C -0.503 -2.923 4.785 0.1 -0.1 0.0 0.001
C -0.436 -4.134 4.112 0.0 0.0 0.0 -0.004
C -0.767 -4.200 2.769 0.1 0.1 0.0 0.016
C -3.105 -3.850 0.032 -0.1 0.0 -0.1 0.000
C -3.445 -5.064 0.633 0.0 0.1 0.0 0.000
C -4.680 -5.637 0.372 0.0 0.0 0.0 0.000
C -5.576 -4.999 -0.479 0.0 0.0 0.0 0.000
C -5.241 -3.792 -1.076 0.0 0.0 0.0 0.000
C -4.003 -3.216 -0.827 0.0 0.0 0.0 0.000
C -0.308 -3.897 -0.764 -0.2 -0.1 -0.1 -0.003
C -0.752 -4.756 -1.725 0.0 0.2 0.2 -0.002
C 0.066 -5.087 -2.831 0.1 -0.3 0.2 -0.002
C 1.303 -4.449 -3.049 -0.1 0.0 -0.1 0.004
C 1.774 -3.610 -2.104 0.0 0.1 0.0 -0.004
C 1.036 -3.277 -0.878 0.1 -0.2 0.3 -0.002
H -1.734 -0.972 2.318 0.1 0.0 -0.1 -0.002
H -1.018 -0.847 4.650 0.0 0.0 0.0 0.000
H -0.221 -2.867 5.828 0.0 0.0 0.0 0.000
H -0.109 -5.028 4.628 0.0 0.0 0.0 0.000
H -0.644 -5.136 2.249 -0.1 0.0 0.0 0.015
H -2.755 -5.562 1.303 0.0 0.0 0.0 0.000
H -4.946 -6.578 0.834 0.0 0.0 0.0 0.000
H -6.541 -5.447 -0.677 0.0 0.0 0.0 0.000
H -5.943 -3.300 -1.737 0.0 0.0 0.0 0.000
H -3.726 -2.277 -1.293 0.0 0.0 0.0 0.000
H -1.743 -5.183 -1.651 0.0 0.0 -0.1 0.000
H -0.327 -5.748 -3.593 -0.1 0.1 0.0 0.000
H 1.876 -4.658 -3.942 0.0 0.0 0.0 0.001
H 2.709 -3.094 -2.271 0.0 0.1 0.1 0.000
H 0.906 -2.183 -0.902 0.1 0.1 0.0 -0.001
```
Forces are in eV/Å.

Summary:
strongest force on any atom: 1.71 eV/A
electronic energy: -4294.80294 Ha
ΔE to the lowest compared entry with this formula, charge and spin: 4.290 eV
E_HOMO (alpha / beta): -0.37312 / -0.37435 hartree
multiplicity: 2
frontier orbital gap (alpha / beta): 5.421 / 5.213 eV
charge: +1

No. 3
ORCA calculation (ωB97M-V/def2-TZVPD) on a molecular structure, C38H30AuF9N6OPS at a distorted geometry.

```
87
Properties=species:S:1:pos:R:3:forces:R:3:lowdin_spin:R:1
Au 0.107 -1.228 -0.580 -0.5 0.4 1.2 0.544
C 0.692 -0.314 2.519 0.1 0.0 -0.1 0.012
N 0.082 -1.288 1.620 0.2 0.0 0.1 0.153
C -0.596 -2.286 2.098 -0.1 0.0 -0.1 0.010
C -1.234 -3.209 1.251 -0.2 -0.3 -0.1 0.004
C -2.103 -4.289 1.511 0.2 0.2 0.2 -0.005
C -2.514 -4.761 0.278 0.0 0.0 -0.4 0.002
C -1.878 -3.959 -0.696 -0.2 -0.2 0.2 0.000
N -1.117 -3.042 -0.110 0.3 0.1 0.0 0.091
C 2.206 -0.312 2.514 -0.2 -0.1 0.0 0.000
C 2.905 -1.258 3.255 0.0 0.0 -0.1 0.000
C 4.292 -1.244 3.282 -0.1 -0.1 0.1 0.000
C 4.990 -0.273 2.576 0.1 0.0 0.0 0.000
C 4.296 0.680 1.843 0.1 0.0 -0.1 0.000
C 2.909 0.657 1.812 0.1 -0.1 0.0 0.000
H 0.343 -0.513 3.537 -0.1 0.1 0.0 0.005
H 0.346 0.680 2.225 -0.1 0.0 0.1 0.001
H -0.698 -2.416 3.177 0.0 0.1 0.0 0.006
H -2.388 -4.650 2.487 0.0 0.0 0.0 0.000
H -3.180 -5.584 0.071 0.0 0.0 0.1 0.001
H -1.963 -4.023 -1.771 0.0 0.0 0.0 0.000
H 2.358 -1.999 3.828 0.0 0.0 0.0 0.000
H 4.826 -1.971 3.882 0.0 0.0 0.0 0.000
H 6.072 -0.252 2.619 0.0 0.0 0.0 0.000
H 4.832 1.458 1.313 0.0 0.0 0.0 0.000
H 2.371 1.406 1.245 -0.1 0.0 0.0 0.000
C 5.574 -3.479 -0.176 0.0 0.0 0.1 0.000
N 4.462 -2.619 -0.523 0.1 -0.1 0.0 0.000
C 4.547 -1.468 -1.396 0.1 0.1 -0.1 0.001
C 3.117 -0.936 -1.343 0.1 -0.1 0.2 -0.001
O 2.696 0.065 -1.887 0.2 -0.1 0.0 -0.001
N 2.376 -1.796 -0.566 0.0 0.3 -0.4 0.020
C 3.198 -2.747 -0.114 -0.1 0.1 0.0 0.002
N 2.771 -3.737 0.662 0.0 -0.1 0.0 0.000
H 6.437 -3.181 -0.765 0.0 0.0 0.0 0.000
H 5.351 -4.522 -0.407 0.0 0.0 0.0 0.000
H 5.834 -3.384 0.881 0.0 0.0 0.0 0.000
H 4.809 -1.758 -2.417 0.0 0.0 0.0 0.000
H 5.274 -0.736 -1.044 -0.1 0.1 0.0 0.000
H 1.798 -3.753 0.926 0.0 0.0 0.0 0.000
H 3.405 -4.393 1.080 0.0 0.0 0.0 0.000
F 2.570 6.403 0.532 -0.1 0.0 0.0 0.000
C 1.241 6.459 0.347 0.0 0.1 0.0 0.000
F 0.703 7.052 1.425 0.1 0.0 -0.1 0.000
F 1.016 7.264 -0.707 0.0 0.0 0.1 0.000
C 0.653 5.091 0.122 0.0 0.0 0.0 0.001
C -0.690 4.876 0.402 0.0 0.0 0.0 0.001
C -1.242 3.625 0.189 0.0 0.0 -0.1 0.005
C -0.443 2.583 -0.282 0.1 -0.2 0.1 0.016
C 0.893 2.818 -0.598 -0.1 -0.1 0.1 0.002
C 1.440 4.077 -0.399 0.0 0.0 0.0 0.000
P -1.118 0.922 -0.614 -0.1 0.1 0.1 0.083
C -2.379 0.557 0.641 0.0 0.0 0.1 0.004
C -3.209 -0.542 0.405 0.1 0.1 0.0 0.003
C -4.112 -0.956 1.367 -0.1 0.0 0.0 -0.001
C -4.169 -0.293 2.584 0.0 0.1 0.0 0.004
C -3.314 0.765 2.852 0.0 -0.1 0.0 -0.001
C -2.421 1.190 1.882 0.0 0.0 -0.1 0.004
C -5.139 -0.746 3.642 0.0 -0.1 0.0 0.000
F -4.576 -1.667 4.453 -0.1 0.1 -0.1 0.000
F -6.234 -1.305 3.105 0.1 0.0 0.1 0.000
F -5.535 0.275 4.418 0.0 -0.1 0.0 0.000
C -1.988 1.223 -2.186 0.1 -0.1 0.0 0.010
C -1.169 1.430 -3.295 -0.1 -0.1 0.1 0.003
C -1.729 1.691 -4.534 0.0 0.0 -0.1 0.000
C -3.109 1.735 -4.663 0.0 0.0 0.0 0.002
C -3.930 1.540 -3.562 0.0 0.0 0.0 0.001
C -3.371 1.287 -2.320 0.0 0.0 0.0 0.004
C -3.752 1.975 -6.002 -0.1 0.0 0.0 0.000
F -4.629 2.992 -5.946 0.1 -0.1 0.0 0.000
F -4.434 0.884 -6.405 0.1 0.1 0.0 0.000
F -2.851 2.263 -6.953 -0.1 0.0 0.1 0.000
H -1.301 5.683 0.785 0.0 0.0 0.0 0.000
H -2.296 3.469 0.375 0.0 0.0 0.0 0.000
H 1.501 2.015 -0.995 0.1 -0.1 0.0 0.000
H 2.478 4.267 -0.638 0.0 0.0 0.0 0.000
H -3.123 -1.091 -0.525 -0.1 0.0 0.0 -0.001
H -4.767 -1.796 1.179 0.0 0.0 0.0 0.000
H -3.347 1.258 3.815 0.0 0.0 0.0 0.000
H -1.761 2.016 2.102 0.0 0.0 0.0 0.000
H -0.091 1.390 -3.182 0.0 0.0 0.0 0.000
H -1.100 1.859 -5.397 0.0 0.0 0.0 0.000
H -5.005 1.589 -3.676 0.0 0.0 0.0 0.000
H -4.017 1.155 -1.464 0.0 0.0 0.0 0.000
S 1.635 -1.788 -4.801 0.3 0.0 -0.3 0.601
C 0.679 -1.599 -3.542 -0.5 0.0 0.4 0.102
N -0.063 -1.461 -2.633 0.4 -0.1 -1.1 0.310
```
Forces are in eV/Å.

Summary:
strongest force on any atom: 1.33 eV/A
electronic energy: -3643.70146 Ha
ΔE to the lowest compared entry with this formula, charge and spin: 0.855 eV
E_HOMO (alpha / beta): -0.38151 / -0.38031 hartree
multiplicity: 3
frontier orbital gap (alpha / beta): 8.132 / 3.583 eV
charge: +1

No. 4
ORCA calculation (ωB97M-V/def2-TZVPD) on 2 unconnected molecules or ions with the total composition C38H30BF3O4S at a distorted geometry.

```
77
Properties=species:S:1:pos:R:3:forces:R:3:lowdin_charge:R:1
C -5.741 0.439 1.828 -0.3 -0.3 -0.5 -0.050
O -5.527 -0.060 0.480 0.0 -0.4 0.4 -0.101
C -4.220 -0.216 0.091 0.7 1.1 0.9 -0.299
C -3.877 0.278 -1.183 0.4 -0.1 0.4 0.010
C -2.536 0.594 -1.452 -0.2 -0.5 -0.7 -0.069
C -1.499 0.400 -0.577 1.0 0.8 -0.6 -0.089
C 0.097 1.008 -0.901 -2.9 -2.3 3.4 -0.157
C 0.861 0.094 0.025 0.4 -0.6 0.6 -0.250
C 0.798 -1.231 -0.410 0.8 -0.5 0.0 -0.048
C 1.530 -2.251 0.194 -0.1 0.9 0.1 -0.001
C 2.349 -1.897 1.280 0.0 -0.7 -0.7 -0.241
O 3.154 -2.860 1.875 -0.1 -0.1 -0.6 0.014
C 2.681 -4.156 2.101 0.2 0.7 0.7 -0.239
C 3.673 -5.056 2.512 -0.4 0.1 0.1 -0.013
C 3.294 -6.169 3.254 -0.1 -0.2 -0.2 -0.088
C 1.944 -6.418 3.529 -0.1 0.0 0.0 -0.101
C 0.969 -5.583 2.979 0.2 -0.2 -0.2 -0.082
C 1.326 -4.465 2.224 0.0 0.1 0.1 -0.024
C 2.461 -0.570 1.709 -0.3 -0.7 0.3 0.012
C 1.608 0.397 1.185 0.0 0.1 -1.2 -0.007
C -1.886 -0.122 0.764 2.2 0.5 0.7 -0.106
C -3.216 -0.594 0.982 -1.3 0.5 -0.3 -0.035
H -6.733 0.916 1.771 0.4 -0.2 0.2 0.094
H -5.765 -0.385 2.564 0.0 0.4 -0.3 0.090
H -4.991 1.194 2.117 -0.1 -0.4 -0.3 0.089
H -4.666 0.412 -1.905 0.0 0.3 -0.1 0.109
H -2.286 0.990 -2.424 -0.1 0.1 -0.2 0.082
H -0.093 1.964 -0.461 0.6 1.0 0.1 0.120
H 0.220 -1.447 -1.316 0.1 -0.1 0.5 0.136
H 1.496 -3.255 -0.228 0.1 0.2 0.3 0.129
H 4.716 -4.823 2.306 -0.2 0.0 0.2 0.118
H 4.060 -6.849 3.628 -0.2 0.2 -0.1 0.104
H 1.654 -7.265 4.160 0.1 0.3 -0.3 0.102
H -0.090 -5.788 3.137 0.3 0.0 0.0 0.105
H 0.561 -3.813 1.788 0.3 -0.3 0.5 0.108
H 3.229 -0.324 2.441 -0.4 -0.1 0.2 0.122
H 1.583 1.390 1.643 0.1 -0.1 -0.4 0.123
H -1.135 -0.675 1.346 -0.1 0.2 -0.5 0.110
H -3.505 -1.093 1.921 0.4 0.4 -0.5 0.129
C 0.938 5.113 -3.378 0.0 0.4 -0.3 -0.110
C 1.109 3.773 -2.795 -0.3 -0.8 0.7 -0.571
C 2.134 3.351 -1.946 -0.1 0.1 -0.2 -0.121
C 2.202 1.993 -1.747 -0.3 0.2 0.3 -0.079
C 0.963 1.209 -2.158 0.9 0.8 -2.5 -0.492
B -1.713 1.617 2.075 -0.1 0.2 -1.2 -0.254
C 1.384 0.021 -3.113 -0.2 0.3 -0.1 -0.175
C 0.622 -0.412 -4.219 -0.5 -0.6 0.3 -0.028
C 0.859 -1.668 -4.805 0.6 0.7 0.5 0.002
C 1.990 -2.393 -4.428 -0.2 -0.5 0.0 -0.130
C 2.148 -3.827 -4.895 0.0 -0.2 -0.2 -0.512
F 3.460 -4.199 -4.992 -1.2 0.2 0.1 0.115
F 1.543 -4.674 -4.000 0.6 0.5 -0.8 0.115
F 1.565 -4.054 -6.113 0.5 0.1 1.1 0.112
C 2.905 -1.862 -3.525 -0.7 0.7 -0.1 0.006
C 2.602 -0.641 -2.914 0.3 -0.4 0.3 -0.023
O -1.120 2.126 3.224 0.1 -1.5 0.8 0.175
C -1.776 3.284 3.564 -0.4 0.0 -1.8 -0.215
C -2.663 3.583 2.524 1.2 -0.5 0.1 -0.215
C -3.203 4.813 2.357 -0.2 1.0 -0.5 0.001
C -2.789 5.818 3.249 -0.4 -0.3 0.4 -0.082
C -1.982 5.508 4.347 -0.1 -0.7 -0.1 -0.069
C -1.468 4.187 4.516 0.2 1.5 0.8 0.005
O -2.584 2.587 1.588 -0.9 -0.7 -0.2 0.164
S 0.059 2.469 -3.178 -0.2 0.2 -0.4 1.093
H 1.932 5.546 -3.514 -0.1 0.2 0.0 0.086
H 0.445 5.057 -4.355 0.1 0.1 0.2 0.078
H 0.359 5.788 -2.740 0.0 0.0 0.0 0.087
H 2.819 4.092 -1.525 0.1 -0.5 -0.3 0.124
H 3.097 1.548 -1.346 -0.2 -0.3 0.3 0.103
H -0.202 0.171 -4.645 0.1 -0.2 0.6 0.094
H 0.166 -2.071 -5.531 0.1 0.1 -0.1 0.120
H 3.804 -2.391 -3.248 0.1 0.0 -0.1 0.123
H 3.359 -0.226 -2.249 -0.4 -0.2 0.1 0.113
H -3.813 5.011 1.471 0.2 0.1 0.4 0.129
H -3.127 6.836 3.070 0.0 -0.2 0.2 0.102
H -1.743 6.274 5.084 0.0 -0.2 -0.3 0.101
H -0.781 3.930 5.313 0.0 0.2 0.0 0.121
```
Forces are in eV/Å.

Summary:
strongest force on any atom: 5.01 eV/A
electronic energy: -2489.43342 Ha
ΔE to the lowest compared entry with this formula, charge and spin: 5.871 eV
E_HOMO: -0.17937 hartree
multiplicity: 1
frontier orbital gap: 2.733 eV

Question: Which of these has the highest multiplicity?
Answer: C38H29BrMnN5P2Se2

Question: Which of these has the lowest strongest force on any atom?
Answer: C38H30AuF9N6OPS

Question: Among the records above, which one has the highest electronic energy?
Answer: C38H30BF3O4S